Entry 1:
Density functional theory data (the ωB97M-V functional and the def2-TZVPD basis) for an isolated ion of composition C5H9N2S and charge +1 in a non-equilibrium geometry.

Each line ends with the natural charge from an NBO analysis.
Cartesian coordinates (Å):
N 1.22 -0.26 -0.80  -0.478
C 2.25 -0.08 0.17  -0.025
H 4.15 0.72 0.30  0.401
C -2.02 1.31 -0.02  -0.634
H -2.04 1.73 1.04  0.264
H -1.37 2.03 -0.51  0.231
H -3.02 1.37 -0.42  0.261
C -1.25 -0.01 -0.22  0.007
C 0.00 0.02 -0.49  0.443
N 3.56 0.19 -0.32  -0.690
H 1.59 -0.36 -1.76  0.468
H 1.93 0.40 1.13  0.251
S 3.48 -1.42 0.24  0.346
H -2.74 -1.44 -0.39  0.258
H -1.36 -2.17 0.42  0.256
H -2.45 -0.80 1.25  0.263
C -1.93 -1.24 0.38  -0.620

The HOMO energy is -12.8 eV. For the total energy, the calculation gives -703.23890 Ha. As for the LUMO energy: -4.7488 eV. As for the structure (SMILES): CC(C)=C=[NH+][C@@H]1NS1. As for the net charge: +1.



Entry 2:
Density functional theory data (the ωB97M-V functional and the def2-TZVPD basis) for C5H7N in the gas phase in a non-equilibrium geometry.

Each line ends with the natural charge from an NBO analysis.
Cartesian coordinates (Å):
C -0.50 2.68 -0.11  -0.078
H 1.22 -0.87 1.40  0.216
H -0.83 0.91 -1.27  0.171
H -0.02 -1.21 -1.41  0.193
C 0.04 -0.82 -0.39  -0.066
H 0.96 -2.45 0.61  0.216
C -0.49 0.54 -0.31  -0.106
C 1.15 -1.38 0.44  -0.626
C -0.10 1.72 0.53  -0.145
H -1.25 -0.62 1.20  0.350
H -1.01 3.35 -0.77  0.232
H 2.11 -1.28 -0.09  0.219
N -1.29 -0.57 0.18  -0.575

The HOMO energy is -9.0 eV. For the total energy, the calculation gives -249.28684 Ha. As for the LUMO energy: 0.2882 eV. As for the structure (SMILES): C#C[C@@H]1N[C@@H]1C. As for the net charge: 0.



Entry 3:
Density functional theory data (the ωB97M-V functional and the def2-TZVPD basis) for a 2-piece molecular cluster, C4H8O2 overall.

Each line ends with the natural charge from an NBO analysis.
Cartesian coordinates (Å):
H 0.65 -1.47 1.53  0.227
H -1.97 -0.17 -0.82  0.184
O -0.72 1.44 -0.61  -0.731
H 0.15 -1.76 -1.23  0.193
H 2.44 -0.05 -0.38  0.232
H -0.02 0.86 2.26  0.469
H -0.99 0.23 -2.25  0.173
H 0.27 1.40 -0.49  0.477
O -0.76 0.43 1.81  -0.923
C 1.40 -0.17 -0.18  -0.399
C -0.98 0.16 -1.16  -0.086
H -0.88 0.97 0.99  0.495
C 0.13 -0.80 -0.71  -0.277
C 0.65 -0.83 0.67  -0.036

The HOMO energy is -9.1 eV. For the total energy, the calculation gives -307.56163 Ha. As for the LUMO energy: 0.9707 eV. As for the structure (SMILES): OCC1C=C1.O. As for the net charge: 0.



Calculated gap between HOMO and LUMO (hartree), listed in the same order as above: 0.2953, 0.3411, 0.3715
Calculated ΔE to the lowest compared entry with this formula, charge and spin (kJ/mol), listed in the same order as above: 349.8, 489.4, 395.9